Record 1
C37H35ClN2S2Si2Ti | ωB97M-V with the def2-TZVPD basis set

- ΔE to the lowest compared entry with this formula, charge and spin: 0.00 kcal/mol
- Maximum force: 3.02 eV/Å
- Kohn-Sham gap (spin up / spin down): 4.4510 / 7.4781 eV
- Charge: 0
- 2S+1: 3

The geometry in XYZ format:
```
80
Properties=species:S:1:pos:R:3:lowdin_spin:R:1
C -0.859 1.475 -0.695 0.044
C 0.545 1.733 -0.588 0.039
C 1.223 0.864 -1.508 0.054
H 1.010 2.522 -0.005 0.004
C 0.242 0.035 -2.136 0.076
C -1.045 0.408 -1.627 0.018
H -1.996 0.008 -1.971 0.000
H -1.653 2.032 -0.200 0.003
H 2.282 0.880 -1.736 0.004
H 0.432 -0.693 -2.918 0.009
Ti 0.255 -0.407 0.012 1.460
Si 6.539 -2.199 -2.291 0.000
C 7.931 -2.505 -1.074 0.000
C 8.163 -3.806 -0.598 0.000
H 7.677 -4.660 -1.079 0.000
C 8.959 -3.999 0.535 0.000
H 9.078 -5.004 0.941 0.000
C 9.574 -2.901 1.149 0.000
H 10.159 -3.046 2.060 0.000
C 9.445 -1.623 0.598 0.000
H 9.965 -0.776 1.051 0.000
C 8.632 -1.423 -0.520 0.000
H 8.502 -0.429 -0.948 0.000
C 6.646 -3.545 -3.600 0.000
C 7.854 -3.687 -4.302 0.000
H 8.636 -2.934 -4.187 0.000
C 8.070 -4.814 -5.102 0.000
H 9.020 -4.935 -5.621 0.000
C 7.085 -5.802 -5.209 0.000
H 7.268 -6.705 -5.799 0.000
C 5.867 -5.648 -4.543 0.000
H 5.097 -6.420 -4.602 0.000
C 5.636 -4.506 -3.771 0.000
H 4.681 -4.386 -3.256 0.000
H 6.687 -0.835 -2.836 0.000
Si 4.589 -2.811 -0.842 0.000
C 3.483 -2.343 -2.333 0.000
C 3.793 -1.277 -3.203 0.000
H 4.646 -0.612 -3.024 0.000
C 3.059 -1.041 -4.367 0.000
H 3.369 -0.230 -5.027 0.000
C 1.952 -1.829 -4.672 0.000
H 1.349 -1.610 -5.557 0.000
C 1.619 -2.891 -3.824 0.001
H 0.771 -3.531 -4.069 0.000
C 2.362 -3.133 -2.664 0.001
H 2.067 -3.942 -1.995 0.001
C 4.837 -1.312 0.281 0.001
C 4.505 -0.037 -0.195 0.002
H 3.997 0.066 -1.153 0.000
C 4.862 1.114 0.507 0.001
H 4.684 2.091 0.056 0.000
C 5.437 1.004 1.777 0.001
H 5.660 1.908 2.355 0.000
C 5.720 -0.268 2.291 0.001
H 6.169 -0.353 3.285 0.000
C 5.456 -1.420 1.541 0.001
H 5.740 -2.409 1.913 0.000
H 3.899 -3.825 -0.033 0.000
Cl 1.650 -2.084 0.299 0.077
C 2.017 1.353 2.510 0.017
C 0.653 0.907 2.875 0.033
N -0.112 0.246 2.010 0.030
C -1.309 -0.219 2.582 0.008
C -1.401 0.074 3.927 -0.001
S -0.024 0.986 4.482 0.016
C -2.100 -1.093 1.772 0.007
C -3.199 -1.864 2.097 -0.001
S -3.664 -2.915 0.794 0.012
C -2.313 -2.308 -0.145 0.025
N -1.592 -1.391 0.494 0.025
C -1.931 -2.862 -1.465 0.012
H 1.963 2.221 1.839 0.003
H 2.554 1.643 3.417 0.001
H 2.569 0.541 2.013 0.005
H -2.225 -0.252 4.547 0.000
H -3.688 -1.815 3.057 0.000
H -2.411 -3.839 -1.581 0.001
H -2.294 -2.208 -2.270 0.001
H -0.842 -2.989 -1.555 0.004
```

=====

Record 2
C37H35GeMnN4O6 | ωB97M-V with the def2-TZVPD basis set

- ΔE to the lowest compared entry with this formula, charge and spin: 112.51 kcal/mol
- Maximum force: 2.72 eV/Å
- Kohn-Sham gap (spin up / spin down): 7.1152 / 7.1842 eV
- Charge: 0
- 2S+1: 5

The geometry in XYZ format:
```
84
Properties=species:S:1:pos:R:3:lowdin_spin:R:1
Mn -0.510 0.301 1.246 3.932
O 0.549 0.751 5.057 0.007
C 0.016 0.744 3.966 0.007
O 0.381 0.050 2.944 0.018
C -1.240 1.571 3.746 0.007
C -1.719 2.392 4.781 -0.001
C -2.896 3.051 4.595 0.005
C -3.613 2.868 3.391 0.000
C -4.865 3.486 3.163 0.001
C -5.543 3.265 2.001 -0.001
C -4.995 2.414 1.018 0.001
C -3.785 1.810 1.205 -0.001
C -3.060 2.029 2.397 0.003
N -1.852 1.415 2.591 0.011
H -1.133 2.455 5.687 0.000
H -3.304 3.700 5.360 0.000
H -5.272 4.133 3.932 0.000
H -6.500 3.739 1.829 0.000
H -5.538 2.245 0.098 0.000
H -3.349 1.177 0.446 0.000
C -2.601 -1.274 4.912 0.000
O -2.603 -1.250 3.499 0.002
C -2.602 -2.537 2.934 0.000
C -2.355 -2.395 1.451 0.004
O -1.064 -1.884 1.153 0.043
C -0.004 -2.834 1.312 0.003
H -3.479 -1.803 5.301 0.000
H -2.625 -0.241 5.257 0.000
H -1.694 -1.756 5.295 0.000
H -3.569 -3.035 3.092 0.000
H -1.829 -3.161 3.400 0.000
H -3.066 -1.681 1.032 0.000
H -2.483 -3.360 0.951 0.001
H -0.235 -3.730 0.731 0.001
H 0.135 -3.088 2.364 0.000
H 0.895 -2.364 0.926 0.000
O -1.703 2.716 -1.289 0.000
C -1.469 1.524 -1.376 0.008
O -1.495 0.706 -0.358 0.042
C -1.203 0.920 -2.752 0.002
C -0.587 -0.476 -2.771 0.000
Ge 1.369 -0.527 -2.710 -0.001
C 1.846 1.057 -0.148 0.001
C 2.647 0.549 0.937 0.041
C 2.736 1.237 2.192 -0.011
C 2.161 2.436 2.342 0.036
C 1.428 3.045 1.249 0.013
C 1.282 2.426 0.067 0.022
C 1.992 -2.297 -2.193 0.000
C 3.250 -2.472 -1.615 0.000
C 3.675 -3.732 -1.219 0.000
C 2.847 -4.832 -1.395 0.000
C 1.598 -4.672 -1.975 0.000
C 1.174 -3.411 -2.372 0.000
C 2.475 0.209 -4.201 0.000
C 1.826 1.229 -5.070 0.000
C 2.205 1.422 -6.334 0.000
C 3.287 0.645 -6.948 0.000
C 3.981 -0.261 -6.265 0.000
C 3.699 -0.539 -4.825 0.000
H -0.601 1.656 -3.286 0.000
H -2.170 0.920 -3.263 0.000
H -0.904 -1.024 -3.661 0.000
H -0.930 -1.035 -1.899 0.000
H 3.142 -0.397 0.775 0.001
H 3.282 0.786 3.009 -0.001
H 2.231 2.955 3.289 0.002
H 0.984 4.023 1.391 0.000
H 0.714 2.891 -0.727 0.000
H 3.908 -1.620 -1.477 0.000
H 4.654 -3.854 -0.773 0.000
H 3.179 -5.815 -1.083 0.000
H 0.954 -5.530 -2.120 0.000
H 0.192 -3.298 -2.819 0.000
H 1.036 1.842 -4.651 0.000
H 1.710 2.176 -6.933 0.000
H 3.513 0.827 -7.992 0.000
H 4.770 -0.834 -6.739 0.000
H 3.700 -1.614 -4.625 0.000
N 1.060 -0.048 0.274 -0.199
C 2.325 0.823 -1.552 -0.002
N 3.423 1.256 -2.032 0.000
C 3.598 0.690 -3.308 0.000
N 4.616 0.118 -3.832 0.000
```

=====

Record 3
C37H36AuBrN2OP2S | ωB97M-V with the def2-TZVPD basis set

- Maximum force: 0.56 eV/Å
- Kohn-Sham gap: 6.6067 eV
- Charge: +2

The geometry in XYZ format:
```
81
Properties=species:S:1:pos:R:3:mulliken_charge:R:1
Au -0.043 -0.037 0.250 1.435
C -2.556 1.995 0.661 -0.731
P -2.426 0.358 -0.118 0.760
C -2.789 0.601 -1.859 0.509
C -4.108 0.645 -2.312 -0.305
C -4.362 0.969 -3.635 -0.862
C -3.312 1.252 -4.501 -0.584
C -2.001 1.210 -4.051 -0.777
C -1.736 0.882 -2.730 -0.235
C -3.690 -0.720 0.573 0.197
C -4.123 -1.807 -0.198 -0.460
C -5.036 -2.711 0.319 -0.852
C -5.515 -2.547 1.613 -0.568
C -5.086 -1.476 2.385 -0.851
C -4.174 -0.565 1.871 -0.400
C -1.254 2.676 0.422 0.291
C -0.895 3.974 0.234 -1.170
C 0.536 4.026 0.191 -0.917
C 0.993 2.755 0.353 0.282
C 2.345 2.153 0.514 -1.162
P 2.248 0.493 -0.207 0.483
C 3.443 -0.565 0.612 0.409
C 3.183 -0.953 1.930 -0.203
C 4.065 -1.792 2.585 -0.637
C 5.199 -2.259 1.925 -0.643
C 5.452 -1.883 0.615 -0.780
C 4.572 -1.039 -0.050 -0.164
C 2.589 0.559 -1.962 0.532
C 2.156 -0.490 -2.779 -0.031
C 2.435 -0.477 -4.135 -0.797
C 3.136 0.590 -4.684 -0.693
C 3.550 1.642 -3.882 -0.729
C 3.276 1.635 -2.522 -0.472
N -0.099 1.911 0.497 0.953
H -2.713 1.830 1.728 0.381
H -3.407 2.538 0.255 0.498
H -4.932 0.435 -1.642 0.470
H -5.383 1.005 -3.990 0.448
H -3.520 1.508 -5.531 0.420
H -1.186 1.432 -4.727 0.475
H -0.711 0.849 -2.377 0.255
H -3.757 -1.935 -1.210 0.583
H -5.385 -3.534 -0.291 0.474
H -6.232 -3.249 2.018 0.446
H -5.466 -1.344 3.389 0.475
H -3.865 0.270 2.482 0.378
H -1.575 4.810 0.180 0.565
H 1.149 4.909 0.104 0.533
H 2.601 1.996 1.566 0.393
H 3.140 2.748 0.072 0.636
H 2.284 -0.606 2.431 0.089
H 3.874 -2.092 3.607 0.450
H 5.885 -2.921 2.436 0.441
H 6.335 -2.247 0.106 0.448
H 4.769 -0.747 -1.074 0.454
H 1.592 -1.317 -2.364 0.313
H 2.104 -1.293 -4.764 0.469
H 3.356 0.604 -5.744 0.430
H 4.089 2.476 -4.312 0.454
H 3.610 2.464 -1.915 0.277
C -0.764 1.412 4.739 -1.000
S -1.192 -0.232 4.200 0.343
C 0.165 -1.096 4.970 -1.014
O -0.922 -0.257 2.711 -0.823
H -0.651 1.416 5.824 0.487
H -1.570 2.087 4.455 0.324
H 0.165 1.699 4.245 0.252
H 0.005 -1.102 6.048 0.488
H 1.103 -0.600 4.721 0.237
H 0.152 -2.117 4.593 0.363
Br 2.759 -5.023 -0.700 -0.116
C 1.187 -4.175 -0.142 -0.885
C 0.094 -4.894 0.309 -0.146
C -1.022 -4.189 0.723 -1.351
C -1.020 -2.811 0.669 -0.302
N 0.035 -2.118 0.207 0.260
C 1.130 -2.796 -0.182 0.595
H 0.122 -5.974 0.346 0.491
H -1.900 -4.702 1.092 0.521
H -1.857 -2.238 1.029 0.798
H 1.985 -2.238 -0.522 0.395
```

=====

Record 4
C37H36BNO5 | ωB97M-V with the def2-TZVPD basis set

- ΔE to the lowest compared entry with this formula, charge and spin: 2.27 kcal/mol
- Maximum force: 2.48 eV/Å
- Kohn-Sham gap: 2.6539 eV
- Charge: 0

The geometry in XYZ format:
```
80
Properties=species:S:1:pos:R:3:mulliken_charge:R:1
C 6.180 -3.148 -3.543 -1.280
C 5.731 -2.338 -2.427 0.396
C 6.350 -1.458 -1.566 -1.101
C 5.304 -0.864 -0.787 -0.521
C 4.109 -1.357 -1.240 0.937
B 2.584 -1.012 -0.869 0.037
C 2.555 -0.122 0.440 0.804
C 2.273 -0.366 1.756 -0.544
C 2.542 0.840 2.495 -1.008
C 2.961 1.773 1.568 0.333
C 3.509 3.112 1.634 -1.299
O 2.918 1.204 0.315 -0.570
C 1.986 -0.087 -1.994 0.525
C 2.289 0.176 -3.311 -0.490
C 1.299 1.085 -3.811 -1.303
C 0.462 1.360 -2.747 0.372
C -0.788 2.056 -2.562 -0.692
O 0.909 0.685 -1.637 -0.058
C 2.121 -2.513 -0.817 1.018
C 1.078 -3.193 -1.378 -0.675
C 1.168 -4.562 -0.947 -1.115
C 2.306 -4.644 -0.168 0.388
C 2.927 -5.660 0.665 -1.268
O 2.897 -3.404 -0.123 -0.618
O 4.377 -2.312 -2.191 -0.547
H 7.271 -3.151 -3.591 0.360
H 5.846 -4.188 -3.460 0.276
H 5.819 -2.740 -4.495 0.237
H 7.410 -1.224 -1.505 0.405
H 5.426 -0.139 0.013 0.537
H 1.932 -1.327 2.147 0.636
H 2.455 0.973 3.569 0.480
H 3.382 3.522 2.638 0.365
H 4.583 3.102 1.406 0.252
H 3.022 3.783 0.919 0.274
H 3.133 -0.224 -3.872 0.547
H 1.206 1.461 -4.824 0.404
H -1.031 2.643 -3.449 0.348
H -1.604 1.342 -2.394 -0.020
H -0.734 2.715 -1.689 0.216
H 0.338 -2.741 -2.033 0.662
H 0.463 -5.356 -1.164 0.416
H 2.359 -6.595 0.606 0.357
H 3.961 -5.855 0.349 0.269
H 2.954 -5.338 1.717 0.255
C -5.659 1.747 -4.458 -0.748
O -5.833 0.570 -3.630 -0.427
C -5.203 0.543 -2.423 0.843
C -4.445 1.627 -1.933 -0.591
C -3.577 1.432 -0.881 -0.889
C -3.466 0.198 -0.210 0.359
C -2.604 0.095 0.958 -0.621
C -2.841 0.904 2.073 1.071
C -2.460 0.695 3.471 -0.104
C -2.132 -0.433 4.209 -0.309
C -1.949 -0.297 5.601 -0.729
C -2.088 0.948 6.238 -0.607
C -2.538 2.068 5.522 -0.876
C -2.727 1.903 4.158 0.570
N -3.354 2.779 3.257 0.163
C -3.832 4.120 3.567 -0.875
C -3.494 2.169 2.052 -0.665
C -4.302 -0.869 -0.669 -0.368
C -5.179 -0.690 -1.713 -0.709
H -6.220 1.534 -5.367 0.240
H -6.062 2.651 -3.976 0.318
H -4.597 1.904 -4.700 0.340
H -4.514 2.604 -2.418 0.274
H -2.982 2.277 -0.548 0.832
H -1.840 -0.693 0.994 0.497
H -2.045 -1.381 3.683 0.461
H -1.676 -1.166 6.197 0.393
H -1.885 1.040 7.308 0.403
H -2.763 3.028 5.987 0.263
H -3.554 4.346 4.598 0.284
H -3.389 4.885 2.907 0.322
H -4.927 4.179 3.458 0.350
H -3.984 2.685 1.223 0.683
H -4.262 -1.828 -0.128 0.432
H -5.854 -1.486 -2.048 0.423
```

=====

Calculated electronic energy (eV), listed in the same order as above: -114981.3547 -145015.3534 -147115.7142 -51351.7551